Density functional theory data (ωB97M-V/def2-TZVPD) for a cluster of 16 separate species, C37H103N3O16 in total in a non-equilibrium geometry.

ORCA input file:
```
! wB97M-V def2-TZVPD RIJCOSX def2/J DEFGRID3
* xyz 0 1
O 4.211 15.849 -3.405
O 1.289 16.001 -6.510
O -1.812 22.002 1.160
O 0.769 13.689 -1.991
O -2.898 20.820 -4.597
O 2.000 19.246 -7.050
O 6.105 21.436 -4.779
O -1.007 22.842 -5.081
O -3.225 17.704 -4.457
O -4.382 16.674 -1.524
O 3.235 26.044 -0.748
O -1.606 16.093 -6.150
O 3.134 14.738 -0.953
O 1.723 16.819 0.701
O 2.678 17.999 -4.551
O 2.248 13.662 -4.948
N 3.471 25.135 0.308
N 2.062 18.314 -3.292
N 2.343 17.517 1.774
C 1.376 23.407 -5.340
C 3.275 18.200 4.386
C 0.605 18.202 -3.384
C 1.335 17.951 2.740
C 5.838 24.729 -0.422
C 4.559 17.069 0.924
C 2.032 18.824 3.769
C 3.581 15.504 2.616
C 2.719 20.748 -3.638
C 3.650 16.969 2.168
C 0.289 18.772 2.018
C -3.707 20.726 -6.901
C -1.140 17.454 -8.125
C 0.669 16.742 3.423
C 4.594 23.099 1.035
C 0.269 16.722 -3.439
C -0.052 18.787 -2.117
C -0.039 23.444 -5.934
C 4.853 23.734 2.412
C 4.563 26.941 1.633
C 2.725 19.494 -2.752
C 0.018 18.862 -4.631
C 0.297 22.750 1.925
C -4.030 20.991 -5.434
C 3.759 24.750 2.681
C 3.962 23.408 -1.322
C 4.242 17.883 3.241
C 0.568 20.049 -1.552
C 2.173 26.430 1.899
C 4.160 19.177 -2.385
C -0.741 22.880 0.818
C 3.545 25.799 1.606
C -3.668 16.921 -0.287
C -2.129 16.620 -7.362
C -3.646 18.405 0.016
C 4.464 24.134 -0.068
C 2.051 19.840 -1.413
H -1.071 18.795 -4.649
H -1.690 17.829 -8.995
H -0.390 18.107 1.482
H 3.765 18.973 4.980
H -0.828 18.337 -7.562
H 1.368 25.704 1.792
H -3.609 18.559 -4.234
H 1.748 21.256 -3.662
H 2.482 18.781 -5.093
H 5.788 24.300 2.345
H -2.531 15.827 -7.998
H 0.266 19.928 -4.716
H 4.039 16.877 -0.012
H 6.518 24.777 0.435
H -0.259 16.920 -8.474
H 2.164 26.810 2.925
H 1.793 16.812 -6.369
H 3.429 21.505 -3.312
H -2.967 17.284 -7.117
H 4.809 19.214 -3.270
H -3.023 18.625 0.879
H 3.663 16.561 -3.767
H -2.160 21.275 -5.031
H 0.496 16.332 -4.433
H 4.058 24.035 -2.205
H 2.552 20.724 -1.006
H 1.346 19.069 4.588
H 3.918 15.744 -2.490
H -2.994 21.460 -7.281
H 2.953 14.942 1.922
H -0.135 18.008 -1.348
H 2.326 14.044 -4.067
H 4.571 27.424 0.651
H 2.286 19.036 -0.707
H 0.981 23.596 1.894
H 0.342 20.891 -2.211
H -0.048 13.755 -2.496
H -2.143 16.483 -5.446
H 5.506 20.682 -4.779
H 4.545 19.988 -1.759
H 2.907 20.485 -4.684
H -1.110 23.912 0.903
H 0.850 16.162 -2.705
H -0.011 22.817 -6.826
H -0.287 24.469 -6.216
H 0.327 18.329 -5.529
H 5.590 26.590 1.761
H 4.943 18.089 0.809
H -2.501 22.021 0.490
H -3.297 19.726 -7.065
H -5.332 16.742 -1.404
H 4.295 27.720 2.344
H -4.391 22.024 -5.379
H -0.372 16.954 3.684
H 6.366 24.188 -1.206
H -4.145 16.360 0.521
H 3.057 17.293 4.946
H 0.127 20.251 -0.572
H 5.722 25.772 -0.724
H 1.218 16.359 4.282
H 1.810 22.407 -5.386
H 1.944 17.370 -0.058
H -0.789 16.497 -3.277
H -2.673 16.525 -0.482
H 0.599 15.895 2.731
H 6.967 21.061 -4.577
H 3.105 15.393 3.591
H 0.897 21.851 1.748
H 1.393 19.991 -6.983
H -0.329 22.690 -0.174
H -0.170 22.670 2.903
H 2.828 24.229 2.916
H -4.657 18.791 0.129
H 1.343 23.610 -4.259
H 0.775 19.435 1.303
H 4.364 18.225 -1.902
H 1.975 27.312 1.287
H -3.190 18.904 -0.845
H 4.536 22.480 -1.408
H 3.663 22.528 1.142
H 2.011 24.170 -5.780
H -0.904 23.131 -4.169
H 4.037 25.307 3.585
H 0.375 16.291 -6.634
H 4.905 23.002 3.213
H -1.099 18.992 -2.373
H 2.578 19.452 -7.793
H 5.410 22.411 0.803
H 2.927 23.051 -1.248
H 5.146 17.403 3.628
H 3.134 14.964 -0.019
H 2.346 25.806 -1.028
H 4.521 18.810 2.736
H 1.153 12.847 -2.262
H -4.620 20.783 -7.499
H 2.311 19.773 3.297
H 5.429 16.420 1.029
H -3.450 17.132 -3.710
H -4.793 20.280 -5.119
H 2.166 14.439 -5.520
H 4.574 15.058 2.651
H 2.210 14.520 -1.160
H -0.332 19.329 2.720
*
```

Computed properties:
- DFT total energy (eV) = -77267.0510
- HOMO level (eV) = -8.306
- max |F| (eV Å⁻¹) = 1.59
- HOMO-LUMO gap (eV) = 8.257